(1)
53
Properties=species:S:1:pos:R:3:forces:R:3:mulliken_charge:R:1 method="wB97M-V/def2-TZVPD" e_above_lowest_kcal_mol=61.0 smiles="CCN(CC)CCN1C(=O)C(=O)/C(=C(/O)c2ccc(F)cc2)[C@H]1c1cccnc1" gap_ha=0.282
C 1.73467 1.87043 -3.07257 0.0 -0.2 0.1 -1.3190
C 2.17615 0.74038 -2.14896 -0.1 0.2 -0.2 0.0156
N 3.07927 1.23334 -1.12335 0.0 0.0 0.0 0.6968
C 4.46340 1.31621 -1.54939 0.1 0.2 0.1 -0.7244
C 5.17588 2.49489 -0.89269 0.0 -0.3 -0.2 -1.2962
C 2.89576 0.64035 0.18070 -0.2 0.2 0.1 -0.9012
C 1.82754 1.39445 0.99719 0.5 0.0 0.0 -1.1911
N 0.46156 1.03214 0.71616 -0.2 -0.1 0.0 0.4321
C -0.39294 1.84877 0.05232 0.3 0.5 -0.2 0.1962
O -0.10644 2.89964 -0.47237 -0.2 0.0 -0.1 -0.6572
C -1.77817 1.20540 0.12209 -0.8 -0.1 0.0 0.9404
O -2.77772 1.63482 -0.40790 0.5 0.2 0.0 -0.6566
C -1.62157 0.03467 0.97443 0.0 -0.4 0.4 -0.9731
C -2.58346 -0.76546 1.48843 0.2 0.4 -0.2 1.4033
O -2.22114 -1.69692 2.40098 0.0 0.2 0.0 -0.5510
C -4.01007 -0.67171 1.14918 -0.2 -0.2 0.1 -0.2109
C -4.43304 -0.61255 -0.17710 0.0 -0.1 0.2 -0.3228
C -5.77968 -0.54876 -0.47547 -0.2 0.0 0.1 -0.6619
C -6.69706 -0.53998 0.56133 0.2 0.0 0.1 0.3629
F -8.00949 -0.47803 0.27543 0.1 0.0 0.0 -0.3209
C -6.30528 -0.60542 1.88704 -0.2 0.0 -0.1 -0.7582
C -4.95633 -0.68034 2.17461 0.1 0.0 -0.2 -0.3246
C -0.16370 -0.11907 1.33409 -0.2 -0.4 0.1 -0.8330
C 0.37562 -1.43258 0.81657 0.2 -0.3 0.1 0.5298
C 1.13659 -2.27561 1.61560 -0.1 0.1 -0.2 -0.4189
C 1.60983 -3.46316 1.08211 0.0 0.0 0.0 -0.5690
C 1.29753 -3.76216 -0.23534 0.2 -0.2 0.3 -0.4176
N 0.56213 -2.97366 -1.00063 -0.1 -0.1 -0.6 -0.7590
C 0.11295 -1.84497 -0.48774 0.0 0.2 0.3 0.2088
H 2.58730 2.32462 -3.57044 0.1 0.1 -0.1 0.3419
H 1.22548 2.63252 -2.48944 0.0 0.1 0.0 0.2705
H 1.05305 1.48888 -3.82884 -0.1 0.0 -0.2 0.4312
H 2.63819 -0.07498 -2.73227 -0.1 0.0 0.1 0.4474
H 1.29250 0.32897 -1.66035 0.1 -0.1 0.0 -0.4402
H 4.47267 1.46641 -2.62981 0.0 -0.1 0.0 0.4424
H 5.01194 0.38047 -1.33921 0.0 0.0 -0.1 0.3714
H 6.18311 2.59077 -1.29081 0.2 0.0 0.0 0.4543
H 5.24306 2.36741 0.18487 0.0 0.0 0.1 0.3009
H 4.62537 3.40886 -1.09539 0.0 0.1 0.0 0.2943
H 2.63957 -0.42948 0.12312 0.2 0.1 0.0 0.2826
H 3.83334 0.72442 0.73385 0.0 0.0 0.0 0.5390
H 1.92064 2.45831 0.76432 0.0 -0.1 0.1 0.4519
H 2.00972 1.23284 2.06567 -0.1 0.0 0.0 0.3685
H -2.99344 -2.20549 2.68414 0.0 0.0 -0.2 0.4250
H -3.70726 -0.63002 -0.97241 0.1 0.0 -0.1 0.4110
H -6.12429 -0.50139 -1.49569 -0.1 0.0 -0.1 0.4437
H -7.04711 -0.59325 2.66953 -0.1 0.0 0.0 0.4304
H -4.63680 -0.70678 3.20767 0.0 0.0 0.1 0.4798
H -0.01449 -0.08481 2.42449 0.0 0.0 -0.1 0.5086
H 1.35536 -2.00412 2.63887 0.0 0.0 0.1 0.4530
H 2.20582 -4.13930 1.67512 0.1 -0.1 0.0 0.4043
H 1.64465 -4.67397 -0.70254 0.1 -0.1 0.0 0.4068
H -0.49117 -1.23597 -1.14920 -0.1 0.1 0.0 0.5618



(2)
8
Properties=species:S:1:pos:R:3:forces:R:3:mulliken_charge:R:1 method="wB97M-V/def2-TZVPD" total_charge=+1 multiplicity=2 e_above_lowest_kcal_mol=92.3 gap_ha="0.230 / 0.222"
H -0.37967 -3.51914 0.30038 -1.2 0.1 -0.1 0.2540
O 0.08919 2.45533 -0.49278 1.3 2.1 -1.4 -0.4053
H 0.32359 3.13729 0.15444 -0.1 0.4 -0.1 0.3801
C -0.65198 -2.51116 0.01038 2.8 2.5 -0.1 -0.5081
C -0.19532 -1.36317 -0.24122 0.3 -4.8 -1.1 -0.2577
O -0.38549 0.58270 0.53546 -2.4 5.1 -0.3 -0.3358
C -0.78158 1.64372 0.00451 1.3 -5.0 3.0 0.4340
Yb 1.98126 -0.42557 -0.27116 -1.9 -0.3 0.1 1.4388



(3)
23
Properties=species:S:1:pos:R:3:forces:R:3:mulliken_charge:R:1 method="wB97M-V/def2-TZVPD" total_charge=-1 multiplicity=2 e_above_lowest_kcal_mol=18.7 gap_ha="0.100 / 0.272"
C 3.10664 -1.00098 -1.61466 1.6 0.1 0.8 -0.6846
C 4.04767 -0.33910 -0.58406 -1.3 2.0 1.1 -0.9898
H 3.48863 -2.02456 -1.52725 -0.9 -0.2 -0.8 0.2304
H 2.04493 -0.89801 -1.41089 0.0 -0.1 0.2 0.2259
H 3.35054 -0.55331 -2.58076 -0.2 -0.4 -0.1 0.2532
H 4.14093 0.74932 -0.75017 0.8 -0.4 -0.8 0.3111
H 4.98141 -0.87381 -0.45001 0.3 0.3 -0.2 0.3022
H 3.61873 -0.16396 0.41785 -0.2 -1.1 -0.1 0.2855
C -0.52954 -1.41437 1.93827 -1.2 -1.6 -1.5 -1.4749
C -0.50058 0.89455 1.03064 0.2 -0.7 0.6 -1.0846
C -0.91431 -0.42176 0.87321 1.0 1.2 1.3 1.1784
C -1.03717 1.93297 0.28673 -0.4 0.8 -0.7 -0.2046
C -1.87823 1.58227 -0.80917 -0.4 -0.3 0.4 -0.7936
C -1.92099 -0.75314 -0.05672 0.2 0.3 0.1 -1.5831
C -2.30423 0.28221 -0.95274 -0.4 -0.4 -0.3 0.2850
H 0.19916 1.08894 1.84817 -0.1 0.1 -0.2 0.1242
H -0.85640 2.97980 0.50924 0.3 -0.1 0.0 0.5214
H -1.44476 -1.64355 2.50963 0.1 0.2 0.3 0.3498
H 0.30133 -1.27830 2.61190 0.3 0.6 -0.1 0.4847
H -2.36985 2.33826 -1.41365 0.3 0.1 -0.1 0.2658
H -2.26546 -1.78109 -0.01744 -0.3 0.1 -0.6 0.2608
H -3.01339 0.07608 -1.75595 0.0 -0.1 0.1 0.4451
H -0.39631 -2.34634 1.35798 0.4 -0.1 0.6 0.2919



(4)
72
Properties=species:S:1:pos:R:3:forces:R:3:mulliken_charge:R:1 method="wB97M-V/def2-TZVPD" total_charge=-1 gap_ha=0.250
C 6.29278 -0.62565 -1.27755 -0.1 0.4 0.0 -1.0511
C 4.80796 -0.07484 -1.45096 -3.0 1.4 -1.3 0.9304
C 4.49735 0.71350 -2.76346 -3.3 -0.4 2.4 -0.8377
C 3.06709 1.23777 -3.00956 0.7 -1.6 2.7 -0.6260
C 1.87864 1.06089 -1.98993 3.5 -1.4 0.2 0.4851
C 0.47752 1.67955 -2.43254 1.2 0.4 0.2 -0.8351
C -0.42753 2.23129 -1.19043 -1.2 -0.7 -1.8 1.1450
C -1.24688 0.96480 -0.66812 -1.1 -0.8 -0.2 0.3682
C -2.41162 0.56498 -1.73313 1.5 -1.6 -0.3 -0.1332
N -2.26679 -0.52433 -2.46587 -0.8 2.5 1.5 -0.8096
C -1.53323 3.28163 -1.76520 -5.0 3.5 -0.4 0.1357
O -1.38175 3.89922 -2.88215 1.3 -2.3 2.5 -0.7221
O -2.70188 3.57961 -1.05279 5.3 -2.5 -1.6 -0.7495
N 0.47892 2.88080 -0.20693 0.1 1.3 -0.7 -0.3617
I -0.46364 3.48260 1.51974 -0.5 -3.9 2.1 0.2466
C 1.14648 4.11701 -0.75198 0.4 0.0 0.5 -0.4705
Br 0.19734 5.69127 0.11225 1.6 2.8 -3.2 -0.2282
C 2.69522 4.28431 -0.34985 0.3 1.7 -1.0 0.1425
C 3.69517 4.21309 -1.64048 0.0 0.4 0.9 -0.8690
Br 3.28777 3.08799 1.14268 -0.3 0.7 -0.9 -0.1768
C 2.18959 0.27737 -0.69959 2.9 0.6 -2.7 -0.0621
C 3.64087 -0.27586 -0.46004 -0.2 1.3 -2.4 -0.8275
H 6.95722 -0.19935 -2.12211 -1.2 -0.7 1.3 0.2836
H 6.36206 -1.77559 -1.32295 -0.2 1.8 0.1 0.2641
H 6.76529 -0.25777 -0.30065 -0.8 -0.6 -1.3 0.2687
H 5.28135 0.93162 -3.56268 -1.1 -0.5 1.4 0.1485
H 2.85773 1.78705 -3.98922 0.3 -0.8 1.6 0.2847
H -0.06248 0.89247 -3.05484 0.4 1.1 1.0 0.4803
H 0.72116 2.54404 -3.16173 -0.6 -1.3 1.2 0.4183
H -0.61687 -0.00121 -0.56670 -0.7 1.7 -0.2 -0.0750
H -1.78680 1.09346 0.32510 0.9 0.3 -1.2 -0.7041
H -3.34649 1.23700 -1.80420 1.7 -1.1 0.1 0.3969
H -1.36995 -0.99388 -2.26056 -0.4 0.4 0.1 0.3312
H 1.01341 4.28762 -1.86912 -0.1 -0.4 1.5 0.4337
H 2.83278 5.35521 0.05699 -0.4 -2.0 -0.4 0.5684
H 4.48805 3.43089 -1.39665 -1.1 1.0 -0.8 0.1889
H 4.20374 5.24443 -1.76792 -0.8 -1.7 0.3 0.2809
H 3.12046 4.02010 -2.60449 0.8 -0.1 1.4 0.2618
H 1.38207 0.11639 0.08091 1.4 0.3 -1.1 0.3994
H 3.88065 -0.85324 0.50589 -0.6 1.0 -1.6 0.2286
C -0.68970 -3.52688 0.73606 0.0 0.2 -0.1 -0.8567
O -0.43291 -3.46982 -0.66035 0.0 -0.4 0.2 -0.1088
C 0.12879 -4.67946 -1.15931 -0.2 0.4 -0.4 -0.5910
C -0.92187 -5.53316 -1.86090 0.1 -0.2 0.4 -0.5568
O -1.90305 -6.00756 -0.94065 0.0 0.3 -0.1 -0.3913
C -3.10437 -5.24849 -0.99014 0.0 -0.1 0.0 -0.6524
H -1.34000 -2.69005 0.99770 0.1 0.0 -0.1 0.2171
H -1.18812 -4.45701 1.02208 0.0 0.0 0.0 0.3939
H 0.24992 -3.42857 1.28823 0.0 0.0 0.1 0.2920
H 0.62194 -5.24168 -0.35790 -0.1 0.0 0.0 0.3893
H 0.89672 -4.39872 -1.88972 0.0 0.0 0.0 0.3569
H -0.43181 -6.41401 -2.28783 0.0 0.0 0.0 0.3832
H -1.39311 -4.98076 -2.68127 0.0 0.1 0.1 0.3121
H -3.67500 -5.51736 -1.88497 -0.1 0.1 0.0 0.3257
H -2.90786 -4.17302 -0.99039 0.0 -0.1 0.0 0.2372
H -3.69736 -5.49242 -0.10838 0.1 -0.1 0.0 0.2432
C -3.09847 1.50504 2.72447 -0.2 0.1 -0.1 -0.2414
O -2.45460 0.23830 2.81672 0.0 0.1 0.4 -0.1755
C -1.63467 0.12870 3.97545 -0.1 -0.4 -0.3 -0.3698
C -2.32841 -0.66734 5.07591 0.1 0.5 0.1 -0.6172
O -3.47194 0.02458 5.57509 -0.1 -0.3 -0.3 -0.3762
C -4.68666 -0.47658 5.03601 0.1 0.1 0.1 -0.6966
H -3.88951 1.43260 1.97589 0.1 -0.1 0.0 0.2724
H -3.54693 1.80609 3.67570 0.0 -0.1 0.0 0.4500
H -2.37543 2.26225 2.40108 -0.5 -0.3 0.2 -0.5949
H -1.33304 1.11853 4.33618 -0.1 -0.1 0.0 0.2979
H -0.72607 -0.40693 3.67543 0.0 0.0 0.1 0.3415
H -1.63543 -0.78559 5.91510 0.0 0.0 0.0 0.3965
H -2.60272 -1.66818 4.72362 0.0 0.1 -0.1 0.3041
H -4.93702 -1.43051 5.51241 -0.1 -0.1 -0.1 0.3335
H -4.62668 -0.61227 3.95279 0.0 0.0 0.0 0.2792
H -5.47697 0.24258 5.25203 0.1 0.0 0.1 0.2506



| no. | energy (hartree) |
| --- | --- |
| 1 | -1342.580719 |
| 2 | -1424.174934 |
| 3 | -351.249543 |
| 4 | -6905.531339 |